Version i
Formula: C25H35N5O5
Source: OMol25
Level of theory: ωB97M-V with the def2-TZVPD basis set

Properties
SMILES ... CCOc1cc(C(=O)NCC(=O)N2CCC3(CC2)NCCc2[nH]cnc23)cc(OCC)c1OCC
Orbital gap ... 8.42 eV
Lowest unoccupied orbital energy ... 0.497 eV

Last column: Löwdin charge in e.
Element x y z (Å)
C: -6.32 -2.10 -2.50  -0.0631
C: -4.92 -2.27 -1.94  -0.2551
O: -4.67 -1.17 -1.09  -0.0286
C: -3.48 -1.10 -0.44  -0.1744
C: -2.46 -2.03 -0.57  0.0461
C: -1.28 -1.88 0.16  -0.1349
C: -0.20 -2.88 -0.04  -0.4632
O: -0.01 -3.45 -1.10  0.0573
N: 0.55 -3.13 1.06  0.0929
C: 1.70 -4.00 1.06  -0.0690
C: 2.96 -3.20 1.43  -0.4379
O: 3.45 -3.32 2.54  0.0446
N: 3.44 -2.35 0.51  -0.0409
C: 2.94 -2.08 -0.82  -0.1208
C: 2.32 -0.69 -0.88  -0.0715
C: 3.35 0.39 -0.47  -0.4208
C: 3.92 0.00 0.91  -0.0813
C: 4.48 -1.41 0.89  -0.1253
N: 4.44 0.43 -1.45  0.0146
C: 4.17 1.20 -2.65  -0.1955
C: 3.91 2.70 -2.38  -0.1058
C: 2.94 2.75 -1.26  -0.2022
N: 2.12 3.78 -0.88  0.1165
C: 1.40 3.32 0.18  -0.1779
N: 1.71 2.10 0.49  0.1279
C: 2.67 1.72 -0.40  -0.1935
C: -1.12 -0.78 0.99  0.0243
C: -2.13 0.17 1.13  -0.1677
O: -2.02 1.25 1.96  -0.0713
C: -0.80 1.48 2.64  -0.2480
C: -0.97 2.79 3.41  -0.0605
C: -3.32 0.01 0.41  -0.1105
O: -4.40 0.83 0.46  -0.0153
C: -4.25 2.21 0.77  -0.2431
C: -5.53 2.91 0.31  -0.0616
H: -6.56 -2.93 -3.16  0.0749
H: -6.38 -1.17 -3.06  0.0769
H: -7.04 -2.06 -1.69  0.0778
H: -4.18 -2.30 -2.75  0.1282
H: -4.85 -3.21 -1.37  0.1280
H: -2.54 -2.88 -1.22  0.1149
H: 0.33 -2.67 1.93  0.1437
H: 1.58 -4.78 1.82  0.1305
H: 1.77 -4.47 0.08  0.1238
H: 3.78 -2.13 -1.51  0.1294
H: 2.20 -2.82 -1.12  0.0987
H: 1.47 -0.61 -0.21  0.1051
H: 1.97 -0.50 -1.90  0.1245
H: 3.11 0.08 1.64  0.1243
H: 4.70 0.71 1.19  0.1252
H: 5.30 -1.48 0.17  0.1256
H: 4.84 -1.70 1.88  0.1207
H: 5.28 0.80 -1.00  0.1220
H: 3.30 0.77 -3.13  0.1173
H: 5.03 1.08 -3.32  0.1170
H: 3.52 3.19 -3.27  0.1144
H: 4.85 3.20 -2.10  0.1152
H: 2.06 4.68 -1.31  0.1572
H: 0.67 3.92 0.68  0.1138
H: -0.19 -0.64 1.53  0.0992
H: 0.03 1.57 1.93  0.0827
H: -0.60 0.66 3.35  0.1277
H: -0.05 3.02 3.93  0.0774
H: -1.21 3.59 2.73  0.0695
H: -1.78 2.70 4.14  0.0763
H: -3.38 2.62 0.24  0.1293
H: -4.11 2.35 1.85  0.1189
H: -5.47 3.97 0.53  0.0733
H: -5.66 2.77 -0.76  0.0764
H: -6.38 2.48 0.82  0.0764

---

Version ii
Formula: C25H35N5O5
Source: OMol25
Level of theory: ωB97M-V with the def2-TZVPD basis set

Properties
SMILES ... CCOc1cc(C(=O)NCC(=O)N2CCC3(CC2)NCCc2[nH]cnc23)cc(OCC)c1OCC
Orbital gap ... 9.04 eV
Lowest unoccupied orbital energy ... 0.576 eV

Last column: Löwdin charge in e.
Element x y z (Å)
C: 5.24 -3.96 -0.02  -0.0600
C: 4.80 -3.23 1.25  -0.2357
O: 3.45 -3.50 1.59  -0.0259
C: 2.45 -2.89 0.91  -0.1713
C: 2.61 -1.93 -0.09  0.0486
C: 1.51 -1.39 -0.74  -0.1248
C: 1.77 -0.35 -1.77  -0.4632
O: 2.74 0.39 -1.72  0.0596
N: 0.85 -0.27 -2.76  0.0921
C: 0.90 0.72 -3.81  -0.0679
C: -0.40 1.55 -3.81  -0.4402
O: -1.22 1.39 -4.70  0.0443
N: -0.58 2.41 -2.79  -0.0382
C: 0.26 2.64 -1.65  -0.1187
C: -0.37 2.04 -0.40  -0.0721
C: -1.79 2.61 -0.15  -0.4184
C: -2.61 2.48 -1.45  -0.0796
C: -1.87 3.07 -2.65  -0.1259
N: -2.45 1.78 0.87  0.0060
C: -2.08 2.08 2.24  -0.2061
C: -2.46 3.51 2.68  -0.1073
C: -2.02 4.41 1.59  -0.2037
N: -1.82 5.77 1.63  0.1134
C: -1.40 6.14 0.40  -0.1775
N: -1.32 5.12 -0.41  0.1184
C: -1.71 4.03 0.31  -0.1859
C: 0.23 -1.77 -0.37  0.0421
C: 0.05 -2.69 0.66  -0.1963
O: -1.25 -3.01 1.00  -0.0659
C: -1.63 -2.66 2.33  -0.2337
C: -3.00 -3.25 2.59  -0.0599
C: 1.15 -3.28 1.28  -0.1276
O: 1.02 -4.20 2.30  -0.0530
C: 0.40 -5.42 1.93  -0.2315
C: 0.17 -6.22 3.20  -0.0596
H: 4.67 -3.62 -0.88  0.0682
H: 5.08 -5.03 0.10  0.0790
H: 6.29 -3.78 -0.20  0.0775
H: 4.97 -2.15 1.16  0.1197
H: 5.37 -3.61 2.10  0.1244
H: 3.59 -1.58 -0.39  0.1161
H: 0.10 -0.93 -2.79  0.1441
H: 1.78 1.34 -3.65  0.1246
H: 0.96 0.24 -4.78  0.1305
H: 1.26 2.22 -1.79  0.1019
H: 0.35 3.72 -1.51  0.1203
H: 0.27 2.24 0.46  0.1259
H: -0.46 0.95 -0.50  0.1013
H: -3.56 2.99 -1.33  0.1256
H: -2.80 1.42 -1.62  0.1274
H: -2.44 2.91 -3.56  0.1216
H: -1.70 4.14 -2.48  0.1102
H: -3.45 1.88 0.77  0.1171
H: -1.00 1.95 2.33  0.1165
H: -2.57 1.35 2.88  0.1121
H: -1.97 3.76 3.63  0.1142
H: -3.54 3.59 2.83  0.1152
H: -1.95 6.36 2.43  0.1561
H: -1.16 7.15 0.14  0.1150
H: -0.65 -1.35 -0.82  0.1205
H: -1.65 -1.57 2.41  0.1231
H: -0.90 -3.05 3.05  0.1176
H: -3.71 -2.87 1.86  0.0771
H: -2.97 -4.33 2.52  0.0721
H: -3.33 -2.97 3.59  0.0762
H: 1.07 -5.97 1.25  0.1308
H: -0.55 -5.24 1.41  0.1171
H: -0.51 -5.69 3.87  0.0716
H: -0.26 -7.19 2.96  0.0766
H: 1.11 -6.37 3.72  0.0781

---

The structure with the most favorable energy is version i; the runner-up is 0.0049 hartree above it.

---

Version i
Formula: C4H14NO
Source: OMol25
Level of theory: ωB97M-V with the def2-TZVPD basis set

Properties
Orbital gap ... 12.09 eV
Lowest unoccupied orbital energy ... -3.348 eV
Charge ... +1

Last column: Löwdin charge in e.
Element x y z (Å)
C: 1.34 0.29 -0.05  -0.1054
C: -0.03 0.99 -0.03  -0.4085
C: 0.00 2.50 0.32  -0.0480
C: -0.66 0.78 -1.41  -0.0883
N: 1.14 -1.21 0.18  0.1849
H: 1.93 0.41 -0.98  0.1447
H: 1.90 0.64 0.85  0.1440
H: -0.69 0.53 0.72  0.1321
H: -0.75 3.01 -0.28  0.0815
H: -0.34 2.63 1.36  0.0882
H: 0.99 2.96 0.17  0.0912
H: -0.28 1.18 -2.35  0.0915
H: -1.69 1.16 -1.40  0.0867
H: -0.90 -0.31 -1.62  0.0833
H: 1.98 -1.76 -0.06  0.1731
H: 1.02 -1.34 1.18  0.1573
H: 0.44 -1.64 -0.43  0.1317
H: -1.97 -3.15 0.26  0.0613
H: -2.05 -2.42 1.55  0.0653
O: -1.42 -2.59 0.83  -0.0667

---

Version ii
Formula: C4H14NO
Source: OMol25
Level of theory: ωB97M-V with the def2-TZVPD basis set

Properties
Orbital gap ... 11.92 eV
Lowest unoccupied orbital energy ... -3.392 eV
Charge ... +1

Last column: Löwdin charge in e.
Element x y z (Å)
C: -0.15 -1.17 0.03  -0.1345
C: -0.56 0.05 -0.98  -0.4092
C: 0.16 -0.07 -2.30  -0.0696
C: -0.30 1.36 -0.31  -0.0766
N: -1.02 -1.06 1.19  0.1903
H: 0.90 -1.07 0.32  0.1248
H: -0.12 -2.03 -0.64  0.1377
H: -1.65 -0.21 -1.19  0.1562
H: 1.18 -0.45 -2.20  0.0960
H: 0.26 0.92 -2.77  0.1016
H: -0.40 -0.75 -2.91  0.0826
H: -0.67 1.46 0.72  0.0710
H: 0.77 1.60 -0.36  0.1059
H: -0.83 2.13 -0.86  0.0949
H: -0.60 -1.31 2.09  0.1813
H: -1.93 -1.49 1.05  0.1844
H: -1.21 -0.06 1.30  0.1319
H: 2.71 0.43 2.95  0.0523
H: 1.57 1.32 2.42  0.0347
O: 1.88 0.41 2.47  -0.0557

---

The structure with the most favorable energy is version i; the runner-up is 0.0092 hartree above it.